Entry 1:
The following is a DFT calculation (the ωB97M-V functional and the def2-TZVPD basis) of a molecular structure, C50H39F15GeN6OSTeW.

```
115
Properties=species:S:1:pos:R:3
W -0.42 0.04 0.33
C -5.30 0.96 -4.03
C -5.67 1.94 -2.92
C -5.03 3.30 -3.13
C -5.37 1.35 -1.54
N -3.96 0.98 -1.39
C -2.89 1.74 -1.19
N -1.84 0.94 -1.17
N -2.31 -0.32 -1.34
N -3.58 -0.31 -1.45
H -5.60 1.36 -4.99
H -5.77 -0.01 -3.89
H -4.21 0.81 -4.07
H -6.76 2.07 -2.92
H -3.94 3.22 -3.26
H -5.22 3.99 -2.30
H -5.41 3.77 -4.03
H -5.92 0.43 -1.37
H -5.60 2.05 -0.73
H -2.89 2.81 -1.05
F 0.90 3.24 5.81
C -0.07 4.03 5.35
C -0.91 3.60 4.34
C -1.91 4.48 3.94
F -2.78 4.10 2.99
C -2.07 5.73 4.50
F -3.04 6.54 4.10
C -1.20 6.13 5.51
F -1.34 7.33 6.06
C -0.20 5.28 5.94
F 0.62 5.66 6.90
Ge -0.82 1.86 3.47
S -0.71 2.20 1.29
C -2.52 1.02 3.94
C -2.70 0.73 5.28
F -1.69 0.99 6.13
C -3.87 0.21 5.80
F -3.99 -0.06 7.10
C -4.93 -0.02 4.94
F -6.07 -0.52 5.41
C -4.81 0.28 3.60
F -5.82 0.05 2.76
C -3.62 0.80 3.12
F -3.56 1.02 1.79
C 0.76 0.87 3.99
C 1.99 1.47 3.74
F 2.03 2.71 3.24
C 3.19 0.84 4.01
F 4.35 1.43 3.75
C 3.17 -0.45 4.53
F 4.31 -1.09 4.76
C 1.97 -1.08 4.78
F 1.95 -2.32 5.25
C 0.78 -0.41 4.51
F -0.36 -1.07 4.73
C -2.23 -2.68 2.98
C -1.80 -2.41 1.57
O -2.04 -3.11 0.63
N -1.01 -1.23 1.35
Te 0.64 -1.80 -1.68
C 2.76 -1.87 -1.66
C 3.35 -3.02 -1.13
C 2.60 -4.17 -0.52
C 4.74 -3.12 -1.15
C 5.54 -2.11 -1.66
C 7.04 -2.24 -1.66
C 4.93 -0.97 -2.15
C 3.55 -0.82 -2.16
C 2.99 0.46 -2.71
C 0.36 -1.72 -3.78
C -0.01 -0.57 -4.48
C -0.31 0.75 -3.83
C -0.11 -0.65 -5.87
C 0.15 -1.82 -6.56
C 0.05 -1.88 -8.06
C 0.50 -2.95 -5.83
C 0.60 -2.93 -4.45
C 1.00 -4.21 -3.76
H -3.12 -3.30 2.96
H -2.38 -1.77 3.54
H -1.43 -3.24 3.47
H 1.52 -4.03 -0.48
H 2.94 -4.33 0.51
H 2.80 -5.09 -1.07
H 5.20 -4.01 -0.75
H 7.35 -3.24 -1.39
H 7.49 -1.54 -0.95
H 7.44 -2.01 -2.65
H 5.54 -0.16 -2.53
H 3.78 1.19 -2.85
H 2.24 0.90 -2.04
H 2.51 0.30 -3.67
H 0.16 0.85 -2.85
H -1.39 0.87 -3.69
H 0.03 1.58 -4.45
H -0.38 0.25 -6.42
H -0.24 -0.92 -8.48
H -0.69 -2.62 -8.37
H 1.00 -2.17 -8.50
H 0.69 -3.88 -6.35
H 0.89 -5.05 -4.44
H 0.39 -4.42 -2.88
H 2.04 -4.18 -3.44
N 6.96 -0.38 1.51
C 5.82 -0.29 1.38
C 4.39 -0.19 1.22
C 3.84 0.95 0.65
C 2.47 1.03 0.47
C 1.62 -0.03 0.83
C 2.20 -1.15 1.44
C 3.57 -1.23 1.64
H 4.48 1.77 0.35
H 2.06 1.95 0.05
H 1.58 -1.98 1.76
H 4.01 -2.11 2.10
```

Calculated values
Net charge: +1
Energy above the lowest of the compared OMol25 structures with the same formula, charge and spin (eV): 0.0000
Multiplicity: 2
HOMO energy (alpha / beta) (eV): -10.63 / -11.11
HOMO-LUMO gap (alpha / beta) (eV): 7.2757 / 7.2904
Electronic energy (a.u.): -6640.43492

These are the Löwdin partial charges, in e, on atoms 1 to 5: atom 1 (W): 1.11, atom 2 (C): -0.06, atom 3 (C): -0.41, atom 4 (C): -0.07, atom 5 (C): -0.08


Entry 2:
The following is a DFT calculation (the ωB97M-V functional and the def2-TZVPD basis) of a molecular structure, C50H43F5Ge2N5O6Ti.

```
112
Properties=species:S:1:pos:R:3
Ti -0.07 -0.16 0.11
C 0.03 -1.50 4.40
O 1.24 -0.84 3.99
C 1.03 -0.42 2.75
N -0.08 -0.74 2.17
C -0.79 -1.66 3.12
C -2.24 -1.38 3.41
C -2.69 -0.10 3.69
C -4.03 0.14 3.96
C -4.94 -0.91 3.95
C -4.49 -2.20 3.70
C -3.15 -2.44 3.43
C 2.01 0.37 2.08
C 3.22 0.68 2.66
C 4.14 1.41 1.95
C 3.76 1.88 0.69
C 2.52 1.62 0.19
N 1.62 0.78 0.82
C 2.11 2.29 -1.05
N 0.95 2.25 -1.55
C 1.03 2.92 -2.87
C 2.40 3.61 -2.82
O 3.06 3.00 -1.69
C -0.16 3.79 -3.21
C -0.02 5.03 -3.84
C -1.15 5.77 -4.20
C -2.42 5.27 -3.96
C -2.56 4.03 -3.36
C -1.45 3.30 -2.98
H -0.48 -0.87 5.12
H 0.28 -2.45 4.87
H -0.69 -2.66 2.72
H -1.98 0.73 3.69
H -4.38 1.15 4.17
H -5.99 -0.73 4.12
H -5.20 -3.03 3.68
H -2.80 -3.44 3.21
H 3.42 0.31 3.66
H 5.12 1.62 2.36
H 4.43 2.49 0.09
H 1.06 2.13 -3.64
H 2.33 4.68 -2.64
H 3.00 3.43 -3.70
H 0.96 5.42 -4.07
H -1.02 6.73 -4.69
H -3.29 5.85 -4.26
H -3.55 3.60 -3.22
H -1.55 2.32 -2.52
C -0.92 3.56 1.01
C -1.89 2.48 0.68
N -1.64 1.20 0.49
C -2.86 0.56 0.32
C -3.85 1.48 0.34
N -3.20 2.68 0.58
C -5.32 1.35 0.17
O -6.01 2.52 0.05
O -5.90 0.32 0.16
C -2.79 -0.94 0.15
O -3.74 -1.66 0.17
O -1.53 -1.33 -0.02
H 0.07 3.12 1.07
H -1.17 4.02 1.97
H -0.91 4.32 0.23
H -3.63 3.58 0.71
H -5.45 3.27 -0.17
F -2.27 -0.01 -2.40
C -1.01 -0.18 -2.88
C 0.09 -0.19 -2.03
C 1.29 -0.35 -2.71
F 2.44 -0.36 -2.03
C 1.41 -0.49 -4.07
F 2.60 -0.66 -4.64
C 0.28 -0.48 -4.85
F 0.36 -0.62 -6.17
C -0.94 -0.31 -4.25
F -2.05 -0.31 -4.99
C 3.74 -4.99 -0.26
Ge 3.41 -3.06 -0.07
C 4.65 -2.18 -1.33
C 4.13 -2.53 1.70
Ge 0.97 -2.58 -0.20
C 0.47 -3.39 -1.96
C -0.86 -3.49 -2.39
C -1.18 -4.07 -3.62
C -0.18 -4.54 -4.46
C 1.15 -4.43 -4.06
C 1.46 -3.87 -2.83
C 0.25 -3.97 1.03
C 1.04 -4.52 2.05
C 0.54 -5.49 2.91
C -0.77 -5.94 2.77
C -1.57 -5.40 1.77
C -1.06 -4.43 0.91
H 4.82 -5.17 -0.18
H 3.40 -5.34 -1.24
H 3.22 -5.56 0.51
H 5.64 -2.60 -1.16
H 4.68 -1.11 -1.13
H 4.36 -2.34 -2.37
H 4.96 -3.18 1.97
H 3.38 -2.57 2.50
H 4.50 -1.50 1.64
H -1.66 -3.11 -1.78
H -2.22 -4.13 -3.93
H -0.43 -4.98 -5.42
H 1.94 -4.79 -4.71
H 2.50 -3.80 -2.54
H 2.06 -4.18 2.17
H 1.17 -5.90 3.69
H -1.16 -6.69 3.44
H -2.59 -5.74 1.65
H -1.72 -4.01 0.15
```

Calculated values
Net charge: 0
Energy above the lowest of the compared OMol25 structures with the same formula, charge and spin (eV): 1.4746
Multiplicity: 2
HOMO energy (alpha / beta) (eV): -6.70 / -7.00
HOMO-LUMO gap (alpha / beta) (eV): 6.2286 / 6.0125
Electronic energy (a.u.): -8159.08503

These are the Löwdin partial charges, in e, on atoms 1 to 5: atom 1 (Ti): 0.92, atom 2 (C): -0.04, atom 3 (O): 0.05, atom 4 (C): -0.35, atom 5 (N): 0.07


Entry 3:
The following is a DFT calculation (the ωB97M-V functional and the def2-TZVPD basis) of 10 unconnected molecules or ions with the total composition C50H44Cl4N8O16.

```
122
Properties=species:S:1:pos:R:3
C -3.67 3.64 -5.70
C -4.54 3.19 -4.75
C -4.13 2.26 -3.79
C -2.79 1.78 -3.81
C -1.95 2.20 -4.79
C -2.38 3.12 -5.73
N -2.25 0.90 -2.81
O -3.01 0.66 -1.88
O -1.16 0.40 -2.86
H -3.98 4.40 -6.42
H -5.52 3.55 -4.68
H -4.83 1.98 -3.02
H -0.95 1.81 -4.70
H -1.66 3.43 -6.47
C -2.84 2.50 2.47
C -2.15 1.62 3.35
C -2.14 1.94 4.72
C -2.79 3.12 5.16
C -3.46 3.98 4.30
C -3.38 3.67 2.94
N -2.72 3.40 6.57
O -2.10 2.67 7.32
O -3.21 4.44 6.96
H -2.78 2.26 1.43
H -1.71 0.73 2.88
H -1.58 1.36 5.49
H -3.98 4.87 4.69
H -3.74 4.45 2.28
C -1.27 -2.27 7.62
C -0.67 -1.21 6.97
C -0.40 -1.28 5.62
C -0.72 -2.46 4.95
C -1.23 -3.56 5.61
C -1.57 -3.46 6.97
N -0.58 -2.59 3.55
O -0.28 -1.59 2.94
O -0.77 -3.70 3.05
H -1.50 -2.22 8.68
H -0.33 -0.35 7.51
H 0.15 -0.49 5.09
H -1.46 -4.43 5.03
H -2.08 -4.36 7.36
C 0.25 4.91 5.05
C 0.27 6.28 4.84
C 0.50 6.80 3.55
C 0.75 5.89 2.55
C 0.81 4.53 2.73
C 0.50 4.06 3.99
N 1.03 6.45 1.18
O 1.09 7.68 1.02
O 1.14 5.68 0.23
H 0.00 4.54 6.03
H 0.04 6.99 5.64
H 0.46 7.86 3.30
H 1.20 3.85 1.98
H 0.57 2.98 4.15
C 2.35 -4.98 0.00
C 3.45 -4.53 -0.73
C 4.26 -3.50 -0.22
C 3.78 -2.81 0.90
C 2.61 -3.18 1.56
C 1.86 -4.25 1.05
N 4.47 -1.57 1.34
O 5.24 -1.07 0.52
O 4.18 -1.06 2.41
H 1.85 -5.89 -0.28
H 3.64 -5.08 -1.62
H 5.13 -3.14 -0.72
H 2.30 -2.67 2.46
H 0.92 -4.51 1.53
C -2.83 -2.47 -1.35
C -2.33 -2.96 -0.16
C -3.12 -3.62 0.79
C -4.51 -3.67 0.47
C -5.04 -3.13 -0.69
C -4.21 -2.58 -1.60
N -5.42 -4.41 1.34
O -6.42 -4.89 0.89
O -5.07 -4.46 2.50
H -2.13 -1.98 -2.05
H -1.28 -2.73 0.06
H -2.72 -4.02 1.71
H -6.10 -3.32 -0.91
H -4.57 -2.21 -2.55
C 1.29 4.02 -2.94
C 1.14 4.65 -4.20
C 1.64 4.00 -5.33
C 2.14 2.69 -5.19
C 2.25 2.05 -3.96
C 1.84 2.74 -2.83
N 2.70 1.98 -6.35
O 2.91 0.80 -6.30
O 2.96 2.70 -7.32
H 0.95 4.58 -2.04
H 0.78 5.68 -4.24
H 1.47 4.49 -6.29
H 2.68 1.07 -3.94
H 1.95 2.31 -1.84
C 3.85 -5.80 -4.49
C 2.55 -6.09 -4.17
C 1.62 -5.07 -3.93
C 2.08 -3.78 -3.87
C 3.42 -3.47 -4.13
C 4.29 -4.48 -4.49
N 1.14 -2.69 -3.44
O 1.60 -1.62 -3.11
O -0.02 -2.99 -3.33
H 4.55 -6.59 -4.75
H 2.25 -7.12 -4.14
H 0.58 -5.23 -3.70
H 3.74 -2.44 -4.09
H 5.34 -4.24 -4.57
C 0.50 -0.71 -0.30
Cl -0.46 0.75 0.15
Cl 2.21 -0.08 -0.47
H 0.52 -1.41 0.49
H 0.14 -0.99 -1.28
C 5.62 -0.71 -2.38
Cl 5.39 0.07 -3.97
Cl 6.99 -2.00 -2.45
H 5.88 -0.01 -1.66
H 4.71 -1.25 -2.13
```

Calculated values
Net charge: 0
Energy above the lowest of the compared OMol25 structures with the same formula, charge and spin (eV): 0.0000
HOMO energy (eV): -9.70
HOMO-LUMO gap (eV): 8.4333
Electronic energy (a.u.): -5413.61019

These are the Löwdin partial charges, in e, on atoms 1 to 5: atom 1 (C): -0.07, atom 2 (C): -0.08, atom 3 (C): 0.03, atom 4 (C): -0.14, atom 5 (C): -0.01


Entry 4:
The following is a DFT calculation (the ωB97M-V functional and the def2-TZVPD basis) of a molecular structure, C50H44N3O3P2Ti.

```
103
Properties=species:S:1:pos:R:3
Ti -0.44 -0.98 1.27
O -0.52 -1.43 -0.87
C 0.57 -1.98 -1.62
C 0.35 -2.75 -2.73
C 1.45 -3.20 -3.44
C 2.74 -2.88 -3.03
C 2.94 -2.15 -1.87
C 1.84 -1.70 -1.14
P 1.93 -1.09 0.54
C 3.05 0.28 0.72
C 3.41 0.68 2.02
C 4.23 1.78 2.19
C 4.67 2.50 1.08
C 4.28 2.13 -0.20
C 3.46 1.02 -0.39
C 2.52 -2.55 1.43
C 3.77 -2.64 2.03
C 4.14 -3.83 2.65
C 3.27 -4.91 2.68
C 2.02 -4.82 2.08
C 1.65 -3.64 1.46
C -1.63 -0.90 -1.60
C -1.47 -0.32 -2.84
C -2.60 0.22 -3.45
C -3.83 0.21 -2.81
C -3.95 -0.34 -1.54
C -2.84 -0.90 -0.92
P -2.80 -1.56 0.76
C -3.31 -3.28 0.70
C -3.96 -3.82 -0.41
C -4.40 -5.13 -0.36
C -4.19 -5.90 0.77
C -3.52 -5.37 1.87
C -3.07 -4.06 1.84
C -4.01 -0.65 1.74
C -3.62 0.27 2.70
C -4.58 0.97 3.43
C -5.92 0.73 3.20
C -6.32 -0.21 2.25
C -5.37 -0.91 1.53
H -0.66 -3.00 -3.05
H 1.30 -3.81 -4.32
H 3.59 -3.22 -3.60
H 3.94 -1.97 -1.50
H 3.08 0.11 2.88
H 4.54 2.07 3.19
H 5.32 3.35 1.22
H 4.61 2.70 -1.05
H 3.16 0.74 -1.39
H 4.46 -1.81 2.00
H 5.12 -3.91 3.12
H 3.58 -5.84 3.15
H 1.35 -5.67 2.08
H 0.69 -3.60 0.95
H -0.51 -0.30 -3.34
H -2.50 0.67 -4.44
H -4.70 0.64 -3.29
H -4.90 -0.30 -1.02
H -4.13 -3.22 -1.30
H -4.92 -5.55 -1.22
H -4.56 -6.92 0.81
H -3.36 -5.98 2.75
H -2.57 -3.64 2.70
H -2.58 0.44 2.92
H -4.28 1.69 4.18
H -6.67 1.27 3.76
H -7.37 -0.41 2.09
H -5.68 -1.67 0.82
C -0.17 -2.12 4.15
O -0.31 -1.46 2.85
H -0.96 -1.77 4.80
H 0.80 -1.86 4.56
H -0.24 -3.19 4.02
C 4.65 4.08 -4.62
C 3.45 4.47 -3.78
C 2.26 3.76 -3.83
C 1.14 4.15 -3.10
C 1.19 5.27 -2.29
N 0.08 5.80 -1.56
C -0.99 5.23 -0.96
O -1.88 5.84 -0.42
N -1.00 3.78 -0.95
C -0.64 3.11 0.18
C -0.13 3.77 1.32
C 0.24 3.04 2.43
C 0.12 1.67 2.43
N -0.38 1.03 1.35
C -0.76 1.73 0.26
C 2.38 6.00 -2.23
C 3.48 5.60 -2.97
H 4.53 3.09 -5.06
H 5.57 4.08 -4.02
H 4.81 4.79 -5.43
H 2.19 2.90 -4.49
H 0.21 3.60 -3.23
H 0.08 6.81 -1.46
H -1.63 3.34 -1.59
H -0.05 4.85 1.32
H 0.62 3.54 3.31
H 0.41 1.07 3.28
H -1.17 1.19 -0.58
H 2.42 6.89 -1.62
H 4.39 6.20 -2.92
```

Calculated values
Net charge: +3
HOMO energy (eV): -14.59
HOMO-LUMO gap (eV): 4.7850
Electronic energy (a.u.): -3853.10480

These are the Löwdin partial charges, in e, on atoms 1 to 5: atom 1 (Ti): 0.90, atom 2 (O): -0.20, atom 3 (C): -0.25, atom 4 (C): 0.01, atom 5 (C): 0.00


Asked for largest force on an atom across the records above, the calculation gives 0.875, 1.968, 2.589, 2.160 eV/Å in order.